82
Properties=species:S:1:pos:R:3 method="wB97M-V/def2-TZVPD" de_lowest_kj_mol=433.8 charge=0 orbital_gap_ev="2.23 / 2.22" e_tot_ev=-142705.52924 multiplicity=1
Pt -0.149 -0.457 1.615
I -2.578 -7.210 0.180
C -1.427 -5.483 0.411
C -0.462 -5.428 1.402
C 0.284 -4.267 1.550
I 1.711 -4.111 3.055
C 0.082 -3.153 0.730
O 0.830 -2.062 0.900
C -0.913 -3.224 -0.264
C -1.230 -2.020 -1.116
N -1.900 -0.995 -0.320
C -1.853 0.362 -0.819
C -1.932 1.435 0.249
C -2.645 2.600 0.006
C -2.562 3.660 0.885
C -1.775 3.535 2.022
C -1.115 2.349 2.234
N -1.196 1.323 1.370
C -1.645 -4.392 -0.420
H -0.291 -6.269 2.058
H -1.828 -2.342 -1.976
H -0.308 -1.581 -1.504
H -2.816 -1.280 -0.002
H -2.609 0.594 -1.574
H -0.891 0.511 -1.311
H -3.213 2.677 -0.910
H -3.088 4.582 0.680
H -1.658 4.348 2.725
H -0.493 2.183 3.103
H -2.404 -4.442 -1.191
C 3.316 -0.570 -1.488
Ge 3.120 0.540 0.074
C 3.789 -0.307 1.691
C 5.081 -0.829 1.610
C 5.692 -1.399 2.718
C 5.016 -1.452 3.928
C 3.733 -0.934 4.024
C 3.125 -0.363 2.915
C 3.757 2.354 -0.075
C 4.644 2.629 -1.084
C 5.245 3.900 -1.201
C 4.924 4.887 -0.320
C 4.001 4.655 0.728
C 3.645 5.679 1.639
C 2.772 5.438 2.659
C 2.212 4.153 2.818
C 2.523 3.151 1.946
C 3.421 3.371 0.869
H 4.331 -0.966 -1.542
H 3.083 -0.008 -2.390
H 2.627 -1.409 -1.381
H 5.627 -0.792 0.673
H 6.693 -1.802 2.635
H 5.488 -1.897 4.795
H 3.196 -0.980 4.963
H 2.111 0.004 3.020
H 4.879 1.872 -1.823
H 5.937 4.090 -2.011
H 5.359 5.874 -0.418
H 4.082 6.662 1.509
H 2.507 6.229 3.349
H 1.531 3.966 3.640
H 2.075 2.172 2.071
F 1.324 0.701 0.298
Sb 0.891 3.674 -1.906
F -0.758 2.610 -1.990
F 0.079 4.672 -3.284
F 0.321 4.743 -0.378
F 2.488 4.687 -2.273
F 1.822 2.052 -2.544
C -1.049 -1.017 3.058
C -2.396 -1.429 3.290
C -2.862 -2.642 2.754
C -4.162 -3.041 3.003
C -5.012 -2.238 3.757
C -4.552 -1.039 4.287
C -3.244 -0.642 4.081
H -2.198 -3.260 2.163
H -4.516 -3.980 2.599
H -6.031 -2.553 3.938
H -5.212 -0.420 4.880
H -2.870 0.277 4.515